No. 1
A molecular structure, C34H40N4O3P2Zr in a non-equilibrium geometry. Source: the OMol25 dataset; level of theory: ωB97M-V with the def2-TZVPD basis set.

## Properties
- E_HOMO: -13.4 eV
- LUMO energy: -0.28234 hartree
- Total charge: +2

```
84
Properties=species:S:1:pos:R:3:forces:R:3
Zr -0.15944 0.86041 1.66946 -0.163 -0.307 5.406
C -1.80410 1.77481 -4.90397 -0.360 -0.177 -0.290
C -1.93941 0.46315 -4.67466 -0.178 0.652 -0.613
C -1.06343 -0.56319 -5.32272 0.275 -0.337 -0.324
C 0.45551 -0.20750 -5.38689 -0.094 -0.703 -0.580
C 1.00466 0.55207 -4.22632 0.363 0.572 0.052
C 1.03527 1.89058 -4.19899 0.452 -0.319 -0.147
C 0.58074 2.67743 -5.39474 -0.358 0.554 -0.392
C -0.85995 2.36542 -5.91447 0.038 0.477 -0.308
C 1.63166 1.30392 2.95405 0.456 -0.101 -0.166
H -2.46550 2.51719 -4.44549 0.085 -0.426 -0.208
H -2.81667 0.07725 -4.15961 0.122 0.199 0.204
H -1.41636 -0.71996 -6.36111 0.153 -0.070 0.399
H -1.17377 -1.53758 -4.82587 -0.095 0.200 -0.017
H 1.01100 -1.15458 -5.46030 -0.193 0.201 -0.098
H 0.63787 0.31126 -6.33859 0.120 -0.044 0.418
H 1.51927 -0.04834 -3.47711 -0.123 0.359 -0.138
H 1.51160 2.46517 -3.39397 -0.139 -0.448 -0.139
H 1.26311 2.48552 -6.24373 -0.092 0.120 0.430
H 0.62974 3.75771 -5.20465 0.157 -0.326 0.123
H -1.30355 3.32192 -6.25225 0.228 -0.474 0.113
H -0.79664 1.74374 -6.82440 -0.148 0.089 0.502
H 1.30677 1.83306 3.87647 -0.194 -0.146 -0.571
H 2.39334 1.92611 2.46915 0.038 -0.182 0.338
H 2.10824 0.35715 3.31323 -0.407 0.667 -0.401
P 1.69827 -0.24186 0.29271 4.876 -1.108 -1.636
P -1.20821 -1.13051 0.41085 -2.909 -0.320 -1.606
N 2.86200 0.90692 -0.36997 -1.396 -0.494 0.593
N 2.81721 -1.46201 0.89855 -1.097 1.017 0.352
N -1.85683 0.38476 -0.29220 0.627 -0.140 -0.865
N -2.75319 -1.87799 0.58482 1.139 -0.082 1.103
C 1.06437 -1.08427 -1.19468 -0.561 0.007 0.047
C -0.26008 -1.85656 -0.96568 0.099 -0.388 -0.208
C 2.91328 2.26906 -0.04628 0.786 0.300 -0.667
C 3.96203 2.83983 -0.74223 -0.748 -0.728 0.305
C 4.56943 1.80891 -1.52958 -0.975 -0.802 0.473
C 3.87040 0.63524 -1.29454 0.265 0.826 -0.031
C 3.82920 -1.21591 1.83848 0.327 -0.993 -0.065
C 4.63991 -2.33409 1.90276 -0.815 0.519 -0.421
C 4.10226 -3.31260 0.99492 -0.841 0.738 -0.207
C 2.97251 -2.76425 0.41988 0.762 -0.269 0.279
C -1.70915 1.73922 0.24377 -0.340 -0.136 -0.502
C -2.21711 2.59303 -0.76568 -0.146 -0.352 0.452
C -2.61690 1.81838 -1.84597 -0.010 -0.296 -0.236
C -2.30537 0.48354 -1.57750 0.013 0.813 1.200
C -3.87192 -2.03889 -0.24521 -0.623 -0.850 0.229
C -4.77514 -2.88808 0.38584 1.516 0.797 0.063
C -4.21242 -3.23715 1.66638 0.900 0.660 -0.432
C -2.99235 -2.60057 1.76954 -0.948 -0.637 -0.219
H 1.84471 -1.73262 -1.63016 -0.386 0.388 0.124
H 0.87946 -0.25375 -1.88842 -0.039 -0.170 0.190
H -0.86744 -1.86497 -1.88081 0.179 -0.152 0.190
H -0.06814 -2.91122 -0.69046 -0.156 0.395 -0.015
H 2.22123 2.71707 0.64927 0.098 -0.016 -0.072
H 4.26430 3.87286 -0.69140 -0.022 -0.018 0.013
H 5.41113 1.92018 -2.18990 0.047 -0.047 -0.025
H 3.97349 -0.35920 -1.69965 0.191 0.044 0.053
H 3.83898 -0.29955 2.40101 0.253 0.082 -0.160
H 5.52492 -2.45909 2.51279 -0.186 0.125 -0.054
H 4.50096 -4.29422 0.77563 -0.103 0.136 0.122
H 2.24582 -3.16640 -0.26419 0.236 -0.217 -0.031
H -2.00155 1.90043 1.31631 -0.638 0.152 -0.720
H -2.31189 3.66724 -0.65551 -0.096 -0.180 -0.030
H -3.11264 2.13682 -2.75261 0.278 0.106 0.291
H -2.38508 -0.39743 -2.20586 0.059 0.376 0.143
H -3.93851 -1.53295 -1.19167 -0.062 -0.118 -0.018
H -5.71910 -3.23819 -0.00514 0.079 0.206 -0.045
H -4.65483 -3.88320 2.41029 0.040 0.132 -0.046
H -2.26314 -2.56342 2.56014 0.031 -0.116 0.122
O -2.11505 1.92322 5.93245 0.226 -0.909 -0.714
C -1.63883 0.72604 6.33861 -0.020 0.105 0.348
C -1.78448 0.40606 7.69242 0.179 -0.414 0.033
C -1.29800 -0.81886 8.15228 -0.513 0.863 0.003
C -0.57486 -1.68200 7.32639 0.767 -0.630 -0.670
C -0.35100 -1.36460 5.99316 -0.847 0.064 0.854
C -0.98481 -0.21074 5.47835 -0.019 0.798 -0.577
C -0.94205 0.06157 4.06383 0.348 -0.231 0.842
O -0.40829 -0.75090 3.21906 -0.091 0.939 -0.795
O -1.39178 1.17868 3.56922 0.482 -0.176 -1.448
H -2.01543 1.93968 4.94670 -0.135 0.330 0.859
H -2.28608 1.12285 8.34901 0.164 -0.363 -0.250
H -1.49666 -1.08268 9.18884 0.192 -0.025 -0.185
H -0.16319 -2.61515 7.72431 -0.151 0.458 -0.066
H 0.25570 -1.97838 5.33423 -0.233 -0.028 0.138
```
Positions in Å, forces in eV/Å.

No. 2
2 unconnected molecules or ions with the total composition C2H3BrClP in a non-equilibrium geometry. Source: the OMol25 dataset; level of theory: ωB97M-V with the def2-TZVPD basis set.

## Properties
- E_HOMO (alpha / beta): -8.2 / -8.4 eV
- LUMO energy (alpha / beta): -0.01300 / -0.00660 hartree
- Total charge: 0
- Energy above the lowest of the compared OMol25 structures with the same formula, charge and spin: 101.74 kcal per mole

```
8
Properties=species:S:1:pos:R:3:forces:R:3
C 1.21310 -0.51429 -0.22388 -1.066 0.390 0.074
C -1.20580 0.82611 -0.18070 1.764 -0.843 -2.974
P 0.39866 -1.95051 -0.16785 0.789 0.605 0.049
Cl -2.24285 -0.43488 -0.19248 -1.318 -0.937 -0.035
Br 2.82954 0.33911 -0.07303 -0.265 -0.249 0.006
H -0.52999 0.99019 -1.00599 -0.452 -0.028 -0.251
H -1.18519 1.46639 0.58356 -0.093 2.161 3.008
H 1.64229 -2.48164 0.15190 0.641 -1.099 0.123
```
Positions in Å, forces in eV/Å.

No. 3
C4H6FNO in the gas phase in a non-equilibrium geometry. Source: the OMol25 dataset; level of theory: ωB97M-V with the def2-TZVPD basis set.

## Properties
- E_HOMO: -11.5 eV
- LUMO energy: 0.02437 hartree
- Structure (SMILES): C[C@H](F)[C@H](O)C#N
- Total charge: 0
- Energy above the lowest of the compared OMol25 structures with the same formula, charge and spin: 28.88 kcal per mole

```
13
Properties=species:S:1:pos:R:3:forces:R:3
C -1.08831 1.00247 0.18197 -4.068 -0.367 1.807
C -0.47293 -0.32508 0.57675 0.186 0.500 1.813
F 0.37321 -0.13418 1.70656 -0.248 -0.010 -0.041
C 0.45870 -0.65389 -0.55474 -0.485 -2.035 -0.785
O 1.36994 -1.72106 -0.36113 -0.765 -0.215 1.124
C 1.30726 0.45935 -0.96246 1.072 0.936 -0.218
N 2.16144 1.20530 -1.17715 -0.897 -0.393 -0.008
H -1.09722 1.75932 0.96545 0.411 -0.351 0.413
H -0.65867 1.46907 -0.63231 0.945 0.704 -1.792
H -2.21802 0.91183 -0.02310 1.633 -0.172 0.039
H -1.20970 -1.13165 0.96533 1.221 1.178 -1.346
H -0.27410 -1.00666 -1.28806 0.414 0.500 -0.814
H 1.34840 -1.83483 0.60287 0.581 -0.274 -0.193
```
Positions in Å, forces in eV/Å.